Record 1
C10H13NO2V | ωB97M-V/def2-TZVPD

The spin multiplicity is 4. The calculation puts the gap between HOMO and LUMO (alpha / beta) at 0.1022 / 0.2282 hartree. Its total energy is -1537.7548 Ha. Its molar mass is 230.163 g mol⁻¹. The maximum force comes out at 5.87 eV/Å. The total charge is -2. For the energy above the lowest of the compared OMol25 structures with the same formula, charge and spin, the calculation gives 49.4 kcal/mol.

XYZ file:
```
27
C10H13NO2V, DFT ωB97M-V/def2-TZVPD
H 1.160 2.666 -2.670
C 0.059 0.175 4.021
H 0.621 1.071 4.307
H 0.520 -2.967 0.970
H 0.315 -0.962 -2.952
C -0.885 2.691 -2.179
C 0.169 3.024 -2.840
C 0.050 -1.329 -1.950
O -0.694 0.260 1.670
H -2.117 1.126 -1.360
C -1.420 1.926 -1.196
H 0.571 -0.692 4.451
C -1.128 -1.841 -0.038
C -1.195 -1.215 -1.291
C 0.933 -2.017 -1.031
H -0.989 0.230 4.281
C 0.170 -2.317 0.145
H 1.961 -2.316 -1.251
C 0.222 0.051 2.527
H -2.003 -2.083 0.621
V 0.713 -0.212 -0.312
H 0.210 3.656 -3.666
H 2.496 0.644 -0.729
H -2.124 -0.809 -1.741
N 2.265 -0.497 0.042
O 1.442 -0.276 2.345
H -1.322 2.012 -0.171
```

=====

Record 2
C10H13NO5S | ωB97M-V/def2-TZVPD

The calculation puts the gap between HOMO and LUMO at 0.3296 hartree. Its total energy is -1217.6314 Ha. Its molar mass is 259.283 g mol⁻¹. The maximum force comes out at 14.39 eV/Å. The total charge is 0. For the energy above the lowest of the compared OMol25 structures with the same formula, charge and spin, the calculation gives 235.5 kcal/mol.

XYZ file:
```
30
C10H13NO5S, DFT ωB97M-V/def2-TZVPD
C -2.685 0.070 -2.214
O 3.509 -1.943 0.134
C -1.946 -1.010 -0.021
H 3.960 0.833 2.413
O 0.032 1.719 2.057
S -0.057 0.306 1.610
C 3.578 -0.853 0.321
H -1.879 2.019 -2.579
C 2.981 0.329 2.573
O 4.455 -0.085 -0.198
C -1.792 1.253 -1.912
C -3.446 0.826 -4.311
H 1.275 -1.636 1.599
H 2.245 1.056 2.907
H -2.068 -1.744 0.741
H 5.191 -0.220 -0.804
H 2.188 1.094 0.528
C -1.097 1.338 -0.746
H -2.365 0.988 -4.617
H -3.196 -1.873 -1.701
O -0.813 -0.613 2.571
O -3.444 -0.099 -3.494
C -1.198 0.004 0.312
H -3.936 1.845 -3.945
H -4.105 0.487 -5.065
H -0.398 2.044 -0.611
N 1.186 -0.458 1.142
C 2.298 0.099 1.220
C -2.756 -0.857 -1.174
H 3.211 -0.445 3.053
```

=====

Record 3
C10H13NP2 | ωB97M-V/def2-TZVPD

The calculation puts the gap between HOMO and LUMO at 0.2917 hartree. Its total energy is -1126.2278 Ha. Its molar mass is 209.169 g mol⁻¹. The maximum force comes out at 3.54 eV/Å. The SMILES is CCc1cn([PH]#[PH2])c2ccccc12. The total charge is 0. For the energy above the lowest of the compared OMol25 structures with the same formula, charge and spin, the calculation gives 20.8 kcal/mol.

XYZ file:
```
26
C10H13NP2, DFT ωB97M-V/def2-TZVPD
C -1.384 2.249 -2.509
H 2.218 0.472 2.604
C 0.581 1.101 -0.446
P 2.321 1.285 1.564
C -1.875 -2.378 1.235
C -0.935 -0.539 0.068
C 0.112 -1.414 2.101
H 1.175 1.840 -0.858
H -2.567 -3.211 1.113
C 0.068 -0.480 1.132
H -2.003 0.288 -2.442
H -1.887 2.374 -3.459
H -2.777 -1.515 -0.637
C -1.913 -1.536 0.121
H 4.009 0.860 -0.208
C -0.821 -2.469 2.139
H 0.927 -1.617 2.667
P 4.626 0.719 1.112
H -0.373 0.524 -2.916
H 4.548 -0.763 1.126
H -0.940 -3.151 3.009
H -1.990 2.755 -1.671
N 0.935 0.579 0.819
C -0.555 0.522 -0.901
H -0.422 2.712 -2.516
C -1.080 0.793 -2.248
```

=====

Record 4
C10H13NS | ωB97M-V/def2-TZVPD

The spin multiplicity is 3. The calculation puts the gap between HOMO and LUMO (alpha / beta) at 0.1525 / 0.2355 hartree. Its total energy is -841.4579 Ha. Its molar mass is 179.288 g mol⁻¹. The maximum force comes out at 8.00 eV/Å. The total charge is 0. For the energy above the lowest of the compared OMol25 structures with the same formula, charge and spin, the calculation gives 95.1 kcal/mol.

XYZ file:
```
25
C10H13NS, DFT ωB97M-V/def2-TZVPD
H -3.280 -1.044 -0.634
C -0.829 1.529 -0.334
H -2.060 -0.603 2.118
H 1.614 -1.123 -1.914
C 3.384 -0.040 1.215
H -0.598 0.442 1.974
C -3.008 0.005 -0.473
C -1.216 -0.260 1.459
H -3.824 0.237 0.137
N 2.103 -0.227 1.235
C 4.143 -0.265 0.026
C -0.729 -0.915 0.285
H 4.109 -0.585 -1.963
H 5.131 -0.127 -0.122
C 3.457 -0.559 -1.118
H -3.086 0.488 -1.394
S -1.010 -2.562 -0.095
H 3.744 0.276 2.086
H -0.912 -3.045 1.146
C -1.610 0.213 0.011
H -1.450 2.286 -0.008
C 2.132 -0.881 -1.087
H 0.253 1.577 -0.075
H -0.917 1.554 -1.496
C 1.582 -0.591 0.095
```

=====

Record 5
C10H13O2 | ωB97M-V/def2-TZVPD

The spin multiplicity is 2. The calculation puts the gap between HOMO and LUMO (alpha / beta) at 0.0945 / 0.2999 hartree. Its total energy is -539.2534 Ha. Its molar mass is 165.212 g mol⁻¹. The maximum force comes out at 1.31 eV/Å. The total charge is -2. For the energy above the lowest of the compared OMol25 structures with the same formula, charge and spin, the calculation gives 0.0 kcal/mol.

XYZ file:
```
25
C10H13O2, DFT ωB97M-V/def2-TZVPD
C 1.491 -1.828 1.305
H 0.647 -1.708 3.267
H 1.351 -2.905 1.231
C 1.043 0.328 2.630
O 1.340 0.918 1.576
H -0.913 -0.628 -3.880
O 0.433 0.757 3.639
C -2.479 -0.360 -0.893
C 1.416 -1.193 2.679
C -0.399 0.913 -0.921
H 2.335 -1.293 3.272
H 1.145 2.173 -2.954
C 0.926 1.122 -3.077
C -1.545 0.494 -0.289
H -1.677 0.776 0.753
C -2.174 -0.840 -2.147
H 2.403 -1.515 0.797
H 1.853 0.588 -2.833
H 0.751 1.017 -4.149
C -0.177 0.530 -2.256
C -1.090 -0.324 -2.854
H -2.802 -1.565 -2.659
H 0.769 -1.378 0.613
H -3.375 -0.614 -0.345
H 0.399 1.414 -0.400
```

=====

Record 6
C10H13O3 | ωB97M-V/def2-TZVPD

The calculation puts the gap between HOMO and LUMO at 0.2403 hartree. Its total energy is -614.5349 Ha. Its molar mass is 181.211 g mol⁻¹. The maximum force comes out at 6.81 eV/Å. The total charge is -1. For the energy above the lowest of the compared OMol25 structures with the same formula, charge and spin, the calculation gives 79.3 kcal/mol.

XYZ file:
```
26
C10H13O3, DFT ωB97M-V/def2-TZVPD
O -3.012 -3.313 2.353
C 0.764 -0.485 -0.524
H 0.199 -0.994 0.268
C 0.981 0.888 -0.028
C 1.903 1.581 -2.154
H -2.027 -1.541 3.458
H -1.256 -0.147 2.574
H 1.323 4.048 -0.677
C 2.039 3.158 -0.406
H 2.334 3.400 0.638
O -3.922 -2.787 0.404
H 2.472 2.352 -2.666
C -2.706 -1.183 1.484
H -3.528 -0.415 1.672
H 0.682 1.222 0.942
C -1.653 -1.104 2.532
H -1.013 -1.803 2.392
H 2.319 -0.015 -3.577
C 1.932 0.298 -2.610
O 1.299 -1.890 -2.443
H 0.705 -2.639 -1.984
C 1.301 -0.731 -1.795
H 2.929 3.698 -0.874
C 1.618 1.848 -0.780
H -2.423 -0.919 0.371
C -3.263 -2.526 1.431
```

=====

Record 7
C10H14 | ωB97M-V/def2-TZVPD

The calculation puts the gap between HOMO and LUMO at 0.3614 hartree. Its total energy is -389.1356 Ha. Its molar mass is 134.222 g mol⁻¹. The maximum force comes out at 3.89 eV/Å. The total charge is 0. For the energy above the lowest of the compared OMol25 structures with the same formula, charge and spin, the calculation gives 175.8 kcal/mol.

XYZ file:
```
24
C10H14, DFT ωB97M-V/def2-TZVPD
H 0.995 0.321 -1.510
C -2.996 0.735 -2.489
H -3.611 0.318 -3.218
H -1.562 0.884 1.827
C -0.178 2.568 1.563
H 1.281 0.328 1.855
H 2.088 -2.797 -1.112
H -0.100 -0.707 2.372
H -0.662 3.307 0.979
H 1.745 1.189 -0.084
C 0.905 0.598 -0.468
H 0.907 2.638 1.360
C -2.014 0.687 -1.776
H 1.403 -1.383 -2.058
H 0.592 -3.030 -1.956
C 0.413 -2.038 -0.110
H 0.918 -2.613 0.778
C -0.643 1.080 1.335
C -0.493 0.612 -0.119
C 0.371 -0.083 1.694
H -0.549 -2.517 -0.351
H -0.296 2.755 2.555
C 0.314 -0.595 0.323
C 1.172 -2.258 -1.389
```

=====

Record 8
C10H14B2F4N6Pd | ωB97M-V/def2-TZVPD

The spin multiplicity is 3. The calculation puts the gap between HOMO and LUMO (alpha / beta) at 0.1797 / 0.1471 hartree. Its total energy is -1294.3979 Ha. Its molar mass is 422.300 g mol⁻¹. The maximum force comes out at 3.75 eV/Å. The total charge is +2. For the energy above the lowest of the compared OMol25 structures with the same formula, charge and spin, the calculation gives 11.9 kcal/mol.

XYZ file:
```
37
C10H14B2F4N6Pd, DFT ωB97M-V/def2-TZVPD
N -0.508 1.730 -0.572
H -2.699 -2.394 0.018
C -2.031 -2.118 -0.795
C -0.904 -1.951 -2.738
H 5.116 -0.072 -0.673
H -1.475 3.307 0.471
C -1.079 2.934 -0.468
C -1.041 3.527 -1.748
H -1.131 -2.097 3.311
H -2.419 -3.512 -2.486
C 3.237 0.291 0.473
H 3.519 0.444 1.513
B 0.114 0.107 4.316
N 1.952 0.339 0.038
N 1.946 0.118 -1.334
H -1.408 4.474 -2.020
F 0.163 -1.225 4.715
B 0.604 0.146 -2.169
F 0.075 -0.009 2.770
F -1.082 0.726 4.608
N -0.098 1.522 -1.860
H -0.464 -2.017 -3.709
H -1.844 -0.736 2.445
C -0.417 2.606 -2.596
C -1.895 -2.689 -2.076
H -2.863 -2.095 2.856
H -0.172 2.618 -3.635
F 1.261 0.803 4.425
H 3.369 -0.267 -2.787
Pd -0.135 -0.032 0.719
H -2.241 -0.994 4.132
N -0.460 -0.982 -1.921
C 4.066 0.031 -0.644
C 3.214 -0.074 -1.750
H 0.898 0.107 -3.315
C -2.024 -1.496 3.197
N -1.146 -1.070 -0.709
```

=====

Record 9
C10H14BBr3F3N3O5P | ωB97M-V/def2-TZVPD

The calculation puts the gap between HOMO and LUMO at 0.3490 hartree. Its total energy is -9317.6859 Ha. Its molar mass is 594.730 g mol⁻¹. The maximum force comes out at 1.43 eV/Å. The total charge is +1.

XYZ file:
```
40
C10H14BBr3F3N3O5P, DFT ωB97M-V/def2-TZVPD
C -3.047 5.771 1.600
C 1.825 0.622 -0.670
O -3.013 -0.365 -1.930
N -2.697 -1.145 0.254
C 3.358 -2.397 0.025
O -3.379 -2.656 1.902
H -0.652 -3.239 -0.258
H 3.095 -2.485 2.195
H 2.745 0.168 -0.302
H -0.447 3.375 -0.559
N -0.574 0.025 -0.106
H -4.003 5.928 2.078
C 3.330 -1.750 1.427
O -1.607 1.502 1.734
N 0.796 -1.637 -0.450
H 4.317 -1.361 1.678
F -4.738 -0.890 -0.642
H -0.848 1.120 2.199
H 3.672 -3.438 0.150
H 1.092 0.593 -2.726
B 2.024 -2.491 -0.772
C -3.451 -0.762 -0.911
C 2.024 0.788 -2.191
P -1.447 1.622 0.140
C -1.302 -1.149 -0.019
Br -3.337 4.488 0.183
H 2.385 1.785 -2.434
H 4.133 -1.958 -0.609
Br -1.840 5.086 2.928
O 1.879 -3.368 -1.806
H 1.715 1.574 -0.166
O -0.186 2.603 -0.033
H 1.242 -4.079 -1.674
C -0.454 -2.182 -0.231
C 0.705 -0.305 -0.390
C -3.158 -2.425 0.774
H 2.618 -0.932 1.528
Br -2.458 7.456 0.900
F 2.937 -0.164 -2.608
F -3.254 -3.328 -0.207
```

=====

Record 10
C10H14BBrN6Pt | ωB97M-V/def2-TZVPD

The spin multiplicity is 5. The calculation puts the gap between HOMO and LUMO (alpha / beta) at 0.2627 / 0.1522 hartree. Its total energy is -3435.4069 Ha. Its molar mass is 504.058 g mol⁻¹. The maximum force comes out at 3.67 eV/Å. The total charge is +2. For the energy above the lowest of the compared OMol25 structures with the same formula, charge and spin, the calculation gives 27.4 kcal/mol.

XYZ file:
```
33
C10H14BBrN6Pt, DFT ωB97M-V/def2-TZVPD
H 0.632 2.307 -2.812
H -1.890 1.715 2.628
N 1.644 -0.653 0.672
Pt 0.820 1.352 0.508
H 3.544 -0.484 1.571
N -1.041 0.435 1.181
H -3.882 -0.223 2.737
H 1.144 -3.805 0.096
H 0.659 4.024 0.724
H -3.024 -2.115 0.891
C -2.574 -1.171 1.196
Br 1.576 2.181 2.766
N 0.196 0.725 -1.486
H -0.991 -2.507 -0.752
H -0.211 3.444 -0.735
N 0.902 -1.695 0.214
C -1.984 0.782 2.072
C -2.986 -0.208 2.118
H 3.591 -3.252 1.291
C 2.804 -2.556 1.002
N -1.402 -0.760 0.647
H -1.102 -1.663 -3.255
H 2.165 2.002 0.035
C -0.004 3.238 0.331
H -0.420 0.591 -4.731
C -0.656 -0.720 -2.939
C 1.581 -2.856 0.402
C 0.227 1.301 -2.699
N -0.344 -0.511 -1.634
C 2.795 -1.154 1.150
B -0.501 -1.455 -0.410
C -0.307 0.421 -3.661
H -0.961 3.268 0.883
```

=====

Record 11
C10H14BN7O2Pt | ωB97M-V/def2-TZVPD

The spin multiplicity is 3. The calculation puts the gap between HOMO and LUMO (alpha / beta) at 0.3146 / 0.2298 hartree. Its total energy is -1067.2158 Ha. Its molar mass is 470.159 g mol⁻¹. The maximum force comes out at 3.54 eV/Å. The total charge is 0.

XYZ file:
```
35
C10H14BN7O2Pt, DFT ωB97M-V/def2-TZVPD
N 0.967 1.667 0.453
H -4.297 -0.542 -3.779
N 3.852 0.545 2.859
H 0.003 2.891 -2.365
H -1.593 -1.901 3.709
H 0.149 0.520 -2.612
C 1.501 -1.562 -1.860
N 1.315 -0.910 0.219
N -1.790 -0.054 -1.717
C 1.156 3.630 -0.564
C -3.897 -0.670 -1.568
C 1.467 2.923 0.600
N 0.747 -0.812 -1.026
Pt 1.445 0.257 1.774
B -0.237 0.301 -1.465
C 2.534 -2.154 -1.135
H 3.337 -2.756 -1.510
C -3.639 -0.447 -2.938
H 2.940 -1.887 1.104
C 2.392 -1.748 0.177
C 0.406 2.777 -1.366
H -2.767 -1.340 4.863
N -2.794 -0.448 -0.826
H -1.707 0.216 -3.832
O 4.879 0.997 3.287
N 0.261 1.584 -0.734
H 1.279 -1.516 -2.923
C -2.308 -0.061 -2.978
H 1.950 3.219 1.504
H 1.483 4.627 -0.777
O 2.822 1.428 2.723
H -1.725 -2.711 5.282
C -2.290 -2.190 4.502
H -4.839 -0.967 -1.162
H -3.003 -2.907 4.081
```

=====

Record 12
C10H14BN7O3Os | ωB97M-V/def2-TZVPD

The spin multiplicity is 5. The calculation puts the gap between HOMO and LUMO (alpha / beta) at 0.2585 / 0.2003 hartree. Its total energy is -1113.1701 Ha. Its molar mass is 481.310 g mol⁻¹. The maximum force comes out at 4.86 eV/Å. The total charge is +2.

XYZ file:
```
36
C10H14BN7O3Os, DFT ωB97M-V/def2-TZVPD
O -0.413 -0.046 2.526
C -2.566 -0.477 -2.776
C 0.872 3.221 -1.075
H 1.337 1.291 -3.064
N 0.085 1.596 0.249
N -0.574 0.249 -2.132
H 3.892 -2.563 -0.986
N 0.663 1.905 -0.989
N 1.251 -0.804 -0.158
H 0.518 4.850 0.322
C -2.444 -0.687 -1.393
H -1.589 -1.648 1.927
H -3.395 -0.721 -3.418
H 2.170 -2.217 1.161
N 0.060 0.378 5.034
O 0.963 -0.473 5.030
H -1.048 -3.328 2.451
C -1.381 0.113 -3.191
N 1.671 -0.225 -1.370
H -0.180 2.794 2.026
C 2.202 -1.729 0.192
O -1.125 0.165 5.307
Os -0.423 -0.314 0.821
H 3.152 -0.631 -2.787
C 2.750 -0.881 -1.815
C 0.082 2.761 0.970
H -2.727 -3.085 1.847
H -2.276 -2.431 3.466
N -1.231 -0.241 -0.988
C -1.915 -2.616 2.439
B 0.843 0.848 -2.064
C 3.104 -1.843 -0.881
H -3.091 -1.115 -0.653
H 1.242 3.651 -2.000
C 0.502 3.794 0.123
H -0.980 0.460 -4.152
```

=====

> The highest molar mass belongs to which entry?

C10H14BBr3F3N3O5P

=====

> Which of these has the lowest molar mass?

C10H14

=====

> Look up the molar mass of the tenth one.

504.058 g mol⁻¹

=====

Copy entry 10 word for word.
C10H14BBrN6Pt | ωB97M-V/def2-TZVPD

The spin multiplicity is 5. The calculation puts the gap between HOMO and LUMO (alpha / beta) at 0.2627 / 0.1522 hartree. Its total energy is -3435.4069 Ha. Its molar mass is 504.058 g mol⁻¹. The maximum force comes out at 3.67 eV/Å. The total charge is +2. For the energy above the lowest of the compared OMol25 structures with the same formula, charge and spin, the calculation gives 27.4 kcal/mol.

XYZ file:
```
33
C10H14BBrN6Pt, DFT ωB97M-V/def2-TZVPD
H 0.632 2.307 -2.812
H -1.890 1.715 2.628
N 1.644 -0.653 0.672
Pt 0.820 1.352 0.508
H 3.544 -0.484 1.571
N -1.041 0.435 1.181
H -3.882 -0.223 2.737
H 1.144 -3.805 0.096
H 0.659 4.024 0.724
H -3.024 -2.115 0.891
C -2.574 -1.171 1.196
Br 1.576 2.181 2.766
N 0.196 0.725 -1.486
H -0.991 -2.507 -0.752
H -0.211 3.444 -0.735
N 0.902 -1.695 0.214
C -1.984 0.782 2.072
C -2.986 -0.208 2.118
H 3.591 -3.252 1.291
C 2.804 -2.556 1.002
N -1.402 -0.760 0.647
H -1.102 -1.663 -3.255
H 2.165 2.002 0.035
C -0.004 3.238 0.331
H -0.420 0.591 -4.731
C -0.656 -0.720 -2.939
C 1.581 -2.856 0.402
C 0.227 1.301 -2.699
N -0.344 -0.511 -1.634
C 2.795 -1.154 1.150
B -0.501 -1.455 -0.410
C -0.307 0.421 -3.661
H -0.961 3.268 0.883
```